Molecular formula: C4H6N2O
Method: DFT, ωB97M-V/def2-TZVPD

```
! RIJCOSX wB97M-V def2-TZVPD def2/J DEFGRID3
* xyz 0 1
N -1.86837 0.98956 -0.50213
C -0.63863 0.46428 -0.18556
C 0.43470 0.94010 0.46257
C 1.48315 -0.14240 0.54882
N 1.01249 -1.11065 -0.43220
C -0.34129 -0.94928 -0.58534
O -1.15686 -1.79105 -0.91600
H -2.58088 0.29854 -0.70253
H -2.19120 1.77262 0.04508
H 0.54811 1.91198 0.92716
H 1.43625 -0.62090 1.53723
H 2.51058 0.18716 0.37169
H 1.36673 -2.05622 -0.43534
*
```

## Properties
gap between HOMO and LUMO	9.6	eV
LUMO level	0.036	Eh

***

Molecular formula: C12H33CuN3O3
Method: DFT, ωB97M-V/def2-TZVPD

```
! RIJCOSX wB97M-V def2-TZVPD def2/J DEFGRID3
* xyz 1 1
Cu 1.53382 -0.49209 0.78533
C -0.96769 -1.95871 1.27786
C 0.19672 -2.80313 0.71090
C 0.37260 -2.43451 -0.80566
O 0.83211 -1.09673 -0.76673
C 1.00326 -0.63186 -2.11526
N 1.40364 -2.52495 1.38631
H -1.73673 -1.99917 0.52984
H -0.63807 -0.89668 1.25220
H -1.46149 -2.21854 2.15574
H -0.04209 -3.82186 0.81224
H -0.62238 -2.50576 -1.30790
H 1.04007 -3.08869 -1.29630
H 1.79222 -1.17904 -2.65806
H 1.27764 0.44680 -2.08209
H -0.02928 -0.62728 -2.51737
H 1.40560 -3.01853 2.29791
H 2.00207 -3.24582 0.97577
C -1.73821 0.77228 -0.19056
C -2.42030 1.83410 -1.11302
C -3.72331 1.37604 -1.72753
O -3.35982 0.20231 -2.30251
C -4.53745 -0.34771 -2.95524
N -2.65764 2.79937 -0.10607
H -2.24308 0.47891 0.65761
H -0.80500 1.09277 0.16070
H -1.56807 -0.11606 -0.76198
H -1.76936 2.16436 -1.88127
H -4.22392 2.06122 -2.54430
H -4.38787 1.17324 -0.90542
H -5.29417 0.37893 -3.24268
H -4.90661 -1.01650 -2.20772
H -4.23138 -0.72889 -3.92648
H -2.96649 3.69431 -0.32273
H -1.75609 2.84299 0.45462
C 2.61336 -0.13759 3.07933
C 2.14546 1.17843 2.43375
C 3.04554 1.55130 1.28743
O 3.01981 0.52870 0.35912
C 3.64270 0.82149 -0.87922
N 0.92128 0.87816 1.85134
H 1.79263 -0.78823 3.33595
H 3.18286 0.17490 4.06559
H 3.38116 -0.58231 2.51461
H 2.13651 2.10174 3.04626
H 4.07600 1.72936 1.68394
H 2.75097 2.46763 0.85994
H 3.55547 1.85747 -1.09516
H 3.54544 0.30833 -1.77996
H 4.67279 0.61733 -0.65431
H 0.50284 1.83431 1.57743
H 0.24193 0.89388 2.59384
*
```

## Properties
gap between HOMO and LUMO	8.5	eV
LUMO level	-0.083	Eh

***

Molecular formula: C4H12N2O2
Method: DFT, ωB97M-V/def2-TZVPD

```
! RIJCOSX wB97M-V def2-TZVPD def2/J DEFGRID3
* xyz 1 2
C 1.27960 0.81925 1.63793
N 1.77725 0.41235 0.46953
C 0.41969 -1.42507 -0.97055
C 0.81289 0.05013 -0.75877
C -0.52193 0.86322 -0.52256
N -1.53030 1.08588 -1.55025
O 0.12125 0.71688 2.01557
H 2.06493 1.20268 2.32550
H 2.71217 0.43924 0.22019
H 1.00526 -1.76876 -1.80158
H -0.61232 -1.65402 -1.37404
H 0.69379 -1.93329 -0.09348
H 1.24965 0.60681 -1.65312
H -1.15251 0.25297 0.08818
H -0.36208 1.81560 -0.04258
H -2.33189 0.51323 -1.37384
H -1.21036 1.29909 -2.43523
H -2.18803 -0.78629 1.98757
H -0.67627 -1.07682 2.05291
O -1.55079 -1.43308 1.77863
*
```

## Properties
<S²>	0.76
gap between HOMO and LUMO (alpha / beta)	10.7 / 5.3	eV
LUMO level (alpha / beta)	-0.127 / -0.323	Eh

***

Molecular formula: C26H34BNOSi
Method: DFT, ωB97M-V/def2-TZVPD

```
! RIJCOSX wB97M-V def2-TZVPD def2/J DEFGRID3
* xyz 0 1
C -3.68913 0.51460 -2.65667
B -4.41291 -0.44695 -1.61963
O -5.54718 0.09646 -0.95604
Si -3.85658 -2.26800 -1.12266
C -3.00274 -3.26919 -2.50955
N -3.94041 -4.20469 -3.20615
H -2.80309 0.96570 -2.20112
H -3.41364 0.04098 -3.59786
H -4.35937 1.34324 -2.89328
H -6.18652 -0.60598 -0.92322
H -2.86243 -2.11926 -0.02835
H -5.04391 -3.03860 -0.70381
H -2.27107 -3.91709 -2.01802
H -2.43974 -2.67188 -3.22413
H -4.74074 -3.66089 -3.49570
H -4.24267 -4.87716 -2.52312
C -0.37659 -6.46030 1.08255
C -1.58662 -5.83130 0.81954
C -2.14622 -4.97825 1.76210
C -1.49723 -4.75543 2.96924
C -0.28993 -5.38900 3.23417
C 0.27103 -6.24070 2.29148
H 0.06204 -7.12057 0.34568
H -2.09362 -6.00629 -0.12132
H -3.08773 -4.48515 1.55589
H -1.93118 -4.08682 3.70213
H 0.21543 -5.21883 4.17615
H 1.21304 -6.73187 2.49787
C 1.83691 2.77707 -3.05483
C 2.07290 2.68835 -1.68864
C 1.36562 1.77385 -0.91889
C 0.41913 0.95012 -1.51486
C 0.17756 1.04470 -2.87938
C 0.88688 1.95673 -3.64999
H 2.39263 3.48618 -3.65508
H 2.80861 3.33262 -1.22400
H 1.55163 1.70287 0.14528
H -0.13084 0.23502 -0.91535
H -0.56370 0.40611 -3.34240
H 0.69955 2.02867 -4.71364
C 3.01057 -0.55540 3.72600
C 3.28082 -0.62659 5.08659
C 2.60869 -1.54579 5.88150
C 1.66326 -2.39202 5.31599
C 1.38744 -2.31607 3.95685
C 2.06188 -1.39856 3.16158
H 3.53912 0.15707 3.10561
H 4.01600 0.03424 5.52751
H 2.82141 -1.60286 6.94130
H 1.14073 -3.11033 5.93568
H 0.64835 -2.96945 3.51723
H 1.84848 -1.34107 2.10174
C 3.41975 8.47147 -2.22685
C 3.65665 8.38196 -0.86139
C 2.94957 7.46717 -0.09181
C 2.00271 6.64358 -0.68740
C 1.76023 6.73850 -2.05177
C 2.46951 7.65120 -2.82177
H 3.97483 9.18058 -2.82732
H 4.39286 9.02518 -0.39676
H 3.13623 7.39586 0.97200
H 1.45319 5.92848 -0.08846
H 1.01868 6.09996 -2.51510
H 2.28187 7.72380 -3.88535
*
```

## Properties
gap between HOMO and LUMO	9.3	eV
LUMO level	0.014	Eh